Below is a molecular structure, C57H69Ge3InN6OS2, with properties calculated with ωB97M-V/def2-TZVPD.

Each line ends with the Mulliken charge.
CARTESIAN COORDINATES (ANGSTROEM)
In1 -0.1095 0.0192 -0.1403  -1.41
N1 1.8297 -2.6057 1.2507  0.55
C1 2.2902 -2.0863 2.4324  0.32
C2 3.0231 -2.8844 3.2886  -0.78
C3 3.5312 -2.4066 4.5043  -0.74
C4 3.3142 -1.1191 4.8915  -1.17
C5 2.5347 -0.2716 4.0729  1.33
C6 2.2570 1.0536 4.4721  -1.08
C7 1.4603 1.8433 3.7064  -0.89
C8 0.9179 1.2993 2.5329  0.15
N2 1.1607 0.0846 2.0983  0.92
C9 1.9902 -0.7323 2.8389  -0.26
H1 2.1863 -3.5079 0.9873  0.29
H2 1.7406 -1.9733 0.4772  -0.73
H3 3.2303 -3.9070 2.9895  0.42
H4 4.1194 -3.0693 5.1288  0.41
H5 3.7184 -0.7333 5.8206  0.42
H6 2.6806 1.4179 5.4019  0.40
H7 1.2100 2.8556 3.9938  0.65
H8 0.2497 1.9031 1.9240  -0.16
C10 5.2400 -0.1746 -1.5353  -1.25
C11 4.0494 -0.1576 -0.5652  -0.41
Ge1 2.3003 0.5152 -1.2767  1.83
C12 2.6076 2.3384 -2.0489  -0.26
C13 3.5769 2.4642 -3.2323  -1.20
C14 2.0587 -0.5668 -2.9287  -1.64
C15 1.0947 -1.4275 -3.3037  1.22
Ge2 -0.3902 -1.8432 -2.0062  2.82
C16 -0.1933 -3.7608 -1.4888  -0.28
C17 -0.9631 -4.8032 -2.3094  -1.14
C18 -2.2885 -1.5564 -2.6198  0.15
C19 -2.7156 -1.5451 -4.0920  -1.72
C20 1.1767 -2.1404 -4.6234  0.41
C21 2.2986 -2.0703 -5.4592  -0.65
C22 2.3422 -2.7399 -6.6719  -0.80
C23 1.2670 -3.5140 -7.0951  -0.48
C24 0.1493 -3.6072 -6.2814  -1.32
C25 0.1155 -2.9300 -5.0689  0.54
H9 6.1004 -0.6898 -1.0959  0.38
H10 5.5625 0.8362 -1.7912  0.28
H11 4.9905 -0.6910 -2.4679  0.22
H12 4.2923 0.4433 0.3196  0.32
H13 3.8617 -1.1714 -0.2015  0.25
H14 2.9113 3.0034 -1.2319  0.26
H15 1.6155 2.6764 -2.3588  -0.16
H16 4.5982 2.2036 -2.9517  0.20
H17 3.5949 3.4875 -3.6204  0.40
H18 3.2839 1.8085 -4.0573  0.20
H19 2.8698 -0.4077 -3.6452  -0.13
H20 -0.5209 -3.7968 -0.4449  0.02
H21 0.8788 -3.9869 -1.4989  0.46
H22 -2.0220 -4.5339 -2.4050  0.12
H23 -0.9178 -5.7882 -1.8337  0.40
H24 -0.5546 -4.9112 -3.3152  0.37
H25 -2.5455 -0.5946 -2.1668  0.05
H26 -2.8675 -2.3032 -2.0644  -0.08
H27 -2.0625 -0.9140 -4.7002  0.31
H28 -3.7355 -1.1625 -4.1919  0.44
H29 -2.7023 -2.5444 -4.5313  0.44
H30 3.1644 -1.4912 -5.1640  0.40
H31 3.2270 -2.6616 -7.2932  0.40
H32 1.3053 -4.0384 -8.0430  0.38
H33 -0.6980 -4.2119 -6.5855  0.40
H34 -0.7608 -3.0079 -4.4424  0.08
C26 -3.8010 -4.6489 0.3140  -0.62
N3 -3.1125 -4.7715 1.5755  0.31
C27 -3.2252 -5.9726 2.3901  -0.62
C28 -2.3672 -5.6403 3.6212  -0.61
N4 -1.6959 -4.4149 3.2062  -0.04
C29 -2.2401 -3.8729 2.0870  -0.56
S1 -1.8689 -2.3741 1.4718  -0.47
H35 -3.5448 -5.4833 -0.3446  0.32
H36 -3.4953 -3.7159 -0.1517  -0.10
H37 -4.8837 -4.6384 0.4626  0.32
H38 -2.8509 -6.8446 1.8487  0.32
H39 -4.2673 -6.1604 2.6522  0.32
H40 -1.6479 -6.4270 3.8376  0.32
H41 -2.9815 -5.4809 4.5091  0.30
H42 -1.2618 -3.7932 3.8650  0.24
C30 -1.4392 2.2352 -2.5534  -1.32
C31 -1.1160 2.0424 -1.0750  -0.11
O1 -2.2893 1.8413 -0.3251  -0.54
H43 -2.4344 2.6624 -2.7275  0.31
H44 -1.4263 1.2561 -3.0415  0.14
H45 -0.6939 2.8562 -3.0517  0.39
N5 -2.5713 4.5430 -0.7007  -0.24
C32 -1.2715 4.8221 -0.6015  0.08
S2 -0.1850 3.5095 -0.3947  0.62
N6 -0.9197 6.1140 -0.7159  0.14
C33 0.2975 6.7852 -0.4067  0.58
C34 1.3502 6.2163 0.2998  -0.05
C35 2.4795 6.9804 0.5703  -1.17
C36 2.5702 8.2993 0.1559  -0.48
C37 1.5128 8.8644 -0.5440  -0.63
C38 0.3853 8.1122 -0.8235  -0.54
H46 -2.8508 3.5646 -0.6285  0.28
H47 -3.2439 5.2187 -1.0242  0.14
H48 -1.6494 6.7371 -1.0188  0.24
H49 1.3050 5.1970 0.6503  0.52
H50 3.2960 6.5253 1.1185  0.42
H51 3.4532 8.8855 0.3816  0.40
H52 1.5640 9.8928 -0.8804  0.38
H53 -0.4373 8.5537 -1.3792  0.36
C39 -2.1074 0.7842 0.6726  -1.01
Ge3 -2.8885 1.3679 2.3944  2.13
C40 -2.1964 3.0521 3.1360  0.02
C41 -2.2285 4.2217 2.3723  -0.36
C42 -1.7330 5.4232 2.8653  -1.02
C43 -1.2065 5.4787 4.1508  -0.89
C44 -1.1959 4.3331 4.9374  -0.62
C45 -1.6855 3.1315 4.4339  -0.09
C46 -4.7872 1.6258 1.9499  -0.38
C47 -5.4488 2.8507 2.0333  -0.05
C48 -6.7739 2.9762 1.6253  -0.71
C49 -7.4576 1.8725 1.1329  -0.52
C50 -6.8123 0.6429 1.0458  -0.81
C51 -5.4877 0.5244 1.4471  -0.59
C52 -2.7819 0.0828 3.8734  -0.36
C53 -3.9267 -0.4461 4.4668  -0.74
C54 -3.8343 -1.3144 5.5514  -0.74
C55 -2.5911 -1.6481 6.0733  -0.72
C56 -1.4385 -1.1186 5.5005  -1.00
C57 -1.5367 -0.2712 4.4045  1.21
H54 -2.7842 -0.0242 0.3726  0.88
H55 -2.6607 4.1904 1.3796  0.94
H56 -1.7622 6.3188 2.2517  0.48
H57 -0.8156 6.4117 4.5395  0.40
H58 -0.8062 4.3759 5.9491  0.44
H59 -1.6704 2.2467 5.0620  0.29
H60 -4.9266 3.7169 2.4295  0.39
H61 -7.2760 3.9351 1.6999  0.42
H62 -8.4909 1.9686 0.8196  0.38
H63 -7.3436 -0.2207 0.6610  0.42
H64 -4.9863 -0.4376 1.3608  0.52
H65 -4.9056 -0.1776 4.0816  0.34
H66 -4.7362 -1.7129 6.0021  0.43
H67 -2.5211 -2.3130 6.9271  0.40
H68 -0.4622 -1.3616 5.9096  0.49
H69 -0.6303 0.1212 3.9582  -0.17

Forces on atoms 1 to 3 (eV/Å):
In 0.4 0.4 -0.7
N -0.2 0.2 0.0
C 0.0 0.2 0.1

Computed properties:
Orbital gap in eV: 5.753
HOMO level in eV: -5.783